Molecular formula: C34H36CrN12O5S
Method: DFT, ωB97M-V with the def2-TZVPD basis set

The HOMO-LUMO gap (spin up / spin down) is 6.116 / 6.790 eV. As for the LUMO energy (spin up / spin down): -5.621 / -6.142 eV. The value obtained for the energy relative to the best compared isomer or geometry (same formula, charge and spin) is 2.6 kcal/mol. The total energy comes out at -3792.8374 hartree.

```
! RIJCOSX wB97M-V def2-TZVPD def2/J DEFGRID3
* xyz 2 5
Cr 0.89 -0.82 -0.74
O 4.40 -2.76 -0.23
C 3.31 -2.07 -0.16
O 2.45 -2.08 -1.06
C 3.15 -1.13 0.98
C 4.04 -0.82 1.96
C 3.65 0.20 2.88
C 2.45 0.84 2.76
C 1.56 0.48 1.71
N 1.96 -0.53 0.88
C 0.33 1.02 1.28
O -0.34 1.99 1.89
O -0.22 0.56 0.22
H 4.37 -3.37 -0.99
H 4.99 -1.33 2.04
H 4.33 0.49 3.67
H 2.19 1.64 3.45
H 0.11 2.31 2.68
C -2.96 -2.60 2.51
N -2.00 -2.68 1.41
C -0.83 -2.08 1.34
N -0.31 -2.25 0.13
C -1.26 -3.00 -0.52
N -2.30 -3.27 0.22
C -3.37 -1.17 2.81
C -3.89 -0.88 4.07
C -4.26 0.42 4.39
C -4.11 1.44 3.46
C -3.60 1.15 2.20
C -3.24 -0.16 1.88
C -3.42 2.22 1.22
N -3.37 3.49 1.42
N -3.18 4.07 0.16
C -3.13 3.10 -0.68
O -3.28 1.89 -0.08
C -2.91 3.12 -2.13
C -2.65 4.30 -2.83
C -2.39 4.23 -4.19
C -2.32 3.00 -4.85
C -2.58 1.83 -4.15
C -2.45 0.46 -4.79
N -1.36 -0.29 -4.12
C -1.30 -0.68 -2.87
N -0.06 -1.05 -2.58
C 0.61 -0.89 -3.76
N -0.15 -0.41 -4.71
C -2.91 1.91 -2.81
H -2.51 -3.06 3.39
H -3.81 -3.22 2.21
H -0.37 -1.55 2.16
H -1.15 -3.36 -1.53
H -4.00 -1.67 4.81
H -4.66 0.64 5.37
H -4.39 2.46 3.70
H -2.83 -0.35 0.89
H -2.68 5.25 -2.31
H -2.21 5.14 -4.74
H -2.07 2.97 -5.90
H -2.17 0.52 -5.83
H -3.37 -0.11 -4.70
H -2.13 -0.70 -2.18
H 1.65 -1.11 -3.90
H -3.19 1.02 -2.25
C 3.32 -7.13 4.02
N 2.92 -6.35 2.86
C 2.49 -5.08 2.89
N 2.51 -4.46 4.08
S 1.94 -4.31 1.47
H 3.63 -8.11 3.68
H 2.48 -7.26 4.71
H 4.16 -6.67 4.53
H 2.86 -6.80 1.96
H 2.78 -4.93 4.93
H 2.18 -3.52 4.12
C 3.76 3.49 -2.39
C 2.25 3.28 -2.22
C 1.70 4.13 -1.06
C 1.49 3.59 -3.52
C 2.00 1.87 -1.88
N 1.79 0.78 -1.59
H 3.93 4.55 -2.58
H 4.14 2.92 -3.24
H 4.31 3.20 -1.49
H 1.86 5.18 -1.29
H 2.21 3.90 -0.12
H 0.62 3.97 -0.92
H 1.68 4.62 -3.79
H 0.41 3.46 -3.39
H 1.82 2.95 -4.34
*
```

=====

Molecular formula: C34H36GeN2Se2TcTe2
Method: DFT, ωB97M-V with the def2-TZVPD basis set

The HOMO-LUMO gap is 5.468 eV. As for the LUMO energy: 1.617 eV. The value obtained for the energy relative to the best compared isomer or geometry (same formula, charge and spin) is 22.1 kcal/mol. The total energy comes out at -8923.4011 hartree.

```
! RIJCOSX wB97M-V def2-TZVPD def2/J DEFGRID3
* xyz -1 1
Tc 0.14 -0.64 -0.35
C 1.19 -3.79 -0.31
N 0.94 -2.52 0.38
C 1.51 -2.40 1.53
C 1.39 -1.14 2.20
C 1.87 -0.63 3.38
C 1.44 0.72 3.43
C 0.74 0.96 2.28
N 0.70 -0.18 1.51
C 0.75 -5.05 0.40
C 1.18 -6.26 -0.15
C 0.83 -7.47 0.42
C 0.04 -7.49 1.57
C -0.39 -6.30 2.12
C -0.05 -5.09 1.54
H 2.26 -3.86 -0.49
H 0.70 -3.73 -1.29
H 2.10 -3.20 1.96
H 2.47 -1.16 4.11
H 1.62 1.44 4.22
H 0.24 1.86 1.95
H 1.79 -6.24 -1.05
H 1.18 -8.39 -0.02
H -0.23 -8.44 2.02
H -1.02 -6.31 3.00
H -0.43 -4.17 1.96
Se -0.59 1.64 -0.98
Te -3.96 0.11 -0.76
Te -2.48 -3.86 -1.04
Se -1.95 -1.41 -0.92
C 2.81 0.94 -2.57
Ge 1.80 -0.74 -2.27
C 0.95 -1.08 -4.04
C -0.18 -1.87 -4.18
C -0.82 -2.00 -5.40
C -0.34 -1.32 -6.52
C 0.80 -0.53 -6.40
C 1.43 -0.41 -5.17
C 3.29 -2.00 -1.85
C 3.94 -1.67 -0.69
C 4.98 -2.46 -0.15
C 5.36 -3.60 -0.78
C 4.73 -3.99 -1.99
C 5.11 -5.19 -2.65
C 4.49 -5.58 -3.80
C 3.45 -4.79 -4.34
C 3.07 -3.63 -3.72
C 3.70 -3.19 -2.53
H 3.62 0.76 -3.28
H 3.26 1.28 -1.64
H 2.16 1.73 -2.95
H -0.60 -2.40 -3.32
H -1.70 -2.62 -5.48
H -0.84 -1.41 -7.47
H 1.18 0.00 -7.26
H 2.31 0.22 -5.09
H 3.64 -0.78 -0.14
H 5.45 -2.16 0.78
H 6.14 -4.23 -0.37
H 5.90 -5.79 -2.22
H 4.78 -6.50 -4.29
H 2.96 -5.10 -5.25
H 2.28 -3.04 -4.15
C -1.75 4.03 -2.72
C -1.36 2.81 -3.54
C -0.28 3.17 -4.57
C -2.59 2.26 -4.29
C -0.83 1.68 -2.71
H -2.12 4.81 -3.38
H -0.89 4.43 -2.17
H -2.52 3.77 -1.99
H -0.66 3.91 -5.27
H 0.03 2.29 -5.14
H 0.61 3.58 -4.07
H -3.01 3.04 -4.92
H -3.35 1.92 -3.58
H -2.31 1.41 -4.91
H -0.66 0.76 -3.26
*
```

=====

Molecular formula: C34H36LuN3O3P
Method: DFT, ωB97M-V with the def2-TZVPD basis set

The HOMO-LUMO gap is 8.021 eV. As for the LUMO energy: -2.259 eV. The value obtained for the energy relative to the best compared isomer or geometry (same formula, charge and spin) is 6.6 kcal/mol. The total energy comes out at -3283.9840 hartree.

```
! RIJCOSX wB97M-V def2-TZVPD def2/J DEFGRID3
* xyz 1 1
Lu 0.03 1.18 0.54
C 2.22 1.82 4.36
C 1.14 1.21 3.37
O 1.11 1.65 2.18
C 0.37 0.23 3.92
C -0.75 -0.39 3.24
C -1.74 -1.10 4.08
N -1.01 -0.28 1.97
N -2.20 -0.85 1.46
C -2.44 -0.41 0.25
O -1.66 0.44 -0.42
C -3.60 -0.99 -0.49
C -4.77 -1.19 0.13
C -5.85 -1.79 -0.55
C -5.75 -2.10 -1.91
C -4.52 -1.77 -2.55
C -3.46 -1.30 -1.84
H 2.46 2.78 3.92
H 3.19 1.22 4.31
H 1.79 1.83 5.36
H 0.51 -0.01 4.95
H -1.24 -1.66 4.88
H -2.34 -1.87 3.47
H -2.43 -0.44 4.59
H -4.88 -0.94 1.16
H -6.75 -1.99 0.05
H -6.49 -2.68 -2.43
H -4.42 -1.93 -3.61
H -2.50 -1.24 -2.31
N 0.46 1.92 -1.70
C 1.74 1.64 -2.42
C 2.25 2.40 -3.48
C 3.44 2.09 -4.13
C 4.20 0.95 -3.72
C 3.71 0.15 -2.70
C 2.45 0.44 -2.09
P 1.75 -0.59 -0.79
C 0.86 -1.86 -1.65
C 0.11 -2.66 -0.78
C -0.57 -3.75 -1.33
C -0.51 -4.04 -2.66
C 0.26 -3.27 -3.49
C 0.96 -2.16 -3.03
C 3.20 -1.42 -0.10
C 3.82 -0.70 0.93
C 4.92 -1.33 1.60
C 5.31 -2.63 1.23
C 4.77 -3.16 0.04
C 3.72 -2.55 -0.64
H -0.29 1.35 -2.02
H 0.26 2.89 -1.85
H 1.70 3.28 -3.95
H 3.88 2.78 -4.81
H 5.16 0.68 -4.05
H 4.35 -0.75 -2.50
H -0.09 -2.45 0.31
H -1.32 -4.23 -0.70
H -0.93 -4.94 -3.11
H 0.18 -3.49 -4.57
H 1.40 -1.48 -3.77
H 3.36 0.23 1.29
H 5.45 -0.86 2.39
H 6.04 -3.21 1.75
H 5.10 -4.12 -0.35
H 3.29 -3.06 -1.47
C -3.25 3.68 1.04
C -2.44 4.52 2.05
C -1.04 3.84 2.01
O -1.11 3.04 0.76
C -2.21 3.54 -0.05
H -4.18 4.15 0.78
H -3.46 2.64 1.47
H -2.92 4.49 3.03
H -2.36 5.55 1.70
H -0.90 3.16 2.83
H -0.28 4.60 1.98
H -2.36 2.79 -0.80
H -1.88 4.46 -0.55
*
```

=====

Question: Look up the energy relative to the best compared isomer or geometry (same formula, charge and spin) of the third one.
Answer: 6.6 kcal/mol

=====

Copy entry 1 word for word.
Molecular formula: C34H36CrN12O5S
Method: DFT, ωB97M-V with the def2-TZVPD basis set

The HOMO-LUMO gap (spin up / spin down) is 6.116 / 6.790 eV. As for the LUMO energy (spin up / spin down): -5.621 / -6.142 eV. The value obtained for the energy relative to the best compared isomer or geometry (same formula, charge and spin) is 2.6 kcal/mol. The total energy comes out at -3792.8374 hartree.

```
! RIJCOSX wB97M-V def2-TZVPD def2/J DEFGRID3
* xyz 2 5
Cr 0.89 -0.82 -0.74
O 4.40 -2.76 -0.23
C 3.31 -2.07 -0.16
O 2.45 -2.08 -1.06
C 3.15 -1.13 0.98
C 4.04 -0.82 1.96
C 3.65 0.20 2.88
C 2.45 0.84 2.76
C 1.56 0.48 1.71
N 1.96 -0.53 0.88
C 0.33 1.02 1.28
O -0.34 1.99 1.89
O -0.22 0.56 0.22
H 4.37 -3.37 -0.99
H 4.99 -1.33 2.04
H 4.33 0.49 3.67
H 2.19 1.64 3.45
H 0.11 2.31 2.68
C -2.96 -2.60 2.51
N -2.00 -2.68 1.41
C -0.83 -2.08 1.34
N -0.31 -2.25 0.13
C -1.26 -3.00 -0.52
N -2.30 -3.27 0.22
C -3.37 -1.17 2.81
C -3.89 -0.88 4.07
C -4.26 0.42 4.39
C -4.11 1.44 3.46
C -3.60 1.15 2.20
C -3.24 -0.16 1.88
C -3.42 2.22 1.22
N -3.37 3.49 1.42
N -3.18 4.07 0.16
C -3.13 3.10 -0.68
O -3.28 1.89 -0.08
C -2.91 3.12 -2.13
C -2.65 4.30 -2.83
C -2.39 4.23 -4.19
C -2.32 3.00 -4.85
C -2.58 1.83 -4.15
C -2.45 0.46 -4.79
N -1.36 -0.29 -4.12
C -1.30 -0.68 -2.87
N -0.06 -1.05 -2.58
C 0.61 -0.89 -3.76
N -0.15 -0.41 -4.71
C -2.91 1.91 -2.81
H -2.51 -3.06 3.39
H -3.81 -3.22 2.21
H -0.37 -1.55 2.16
H -1.15 -3.36 -1.53
H -4.00 -1.67 4.81
H -4.66 0.64 5.37
H -4.39 2.46 3.70
H -2.83 -0.35 0.89
H -2.68 5.25 -2.31
H -2.21 5.14 -4.74
H -2.07 2.97 -5.90
H -2.17 0.52 -5.83
H -3.37 -0.11 -4.70
H -2.13 -0.70 -2.18
H 1.65 -1.11 -3.90
H -3.19 1.02 -2.25
C 3.32 -7.13 4.02
N 2.92 -6.35 2.86
C 2.49 -5.08 2.89
N 2.51 -4.46 4.08
S 1.94 -4.31 1.47
H 3.63 -8.11 3.68
H 2.48 -7.26 4.71
H 4.16 -6.67 4.53
H 2.86 -6.80 1.96
H 2.78 -4.93 4.93
H 2.18 -3.52 4.12
C 3.76 3.49 -2.39
C 2.25 3.28 -2.22
C 1.70 4.13 -1.06
C 1.49 3.59 -3.52
C 2.00 1.87 -1.88
N 1.79 0.78 -1.59
H 3.93 4.55 -2.58
H 4.14 2.92 -3.24
H 4.31 3.20 -1.49
H 1.86 5.18 -1.29
H 2.21 3.90 -0.12
H 0.62 3.97 -0.92
H 1.68 4.62 -3.79
H 0.41 3.46 -3.39
H 1.82 2.95 -4.34
*
```

=====

Question: Which value of energy relative to the best compared isomer or geometry (same formula, charge and spin) does entry 3 give?
Answer: 6.6 kcal/mol